A structure of composition C14H23F3MnNO3PS in a non-equilibrium geometry, computed with ωB97M-V/def2-TZVPD.

XYZ file:
```
47
C14H23F3MnNO3PS | the OMol25 dataset | ωB97M-V/def2-TZVPD
H -4.06 1.39 -1.72
S -0.03 3.17 2.56
H 2.62 -0.70 1.81
C 2.18 -1.38 1.05
N 2.58 -1.66 -1.37
F -0.74 4.77 0.56
H 4.29 -0.79 -2.16
C -0.23 -0.73 0.96
H -3.09 2.69 -0.96
C -0.99 -3.01 2.39
H 3.51 -2.06 -3.17
H 1.13 -3.45 2.48
C 0.28 4.65 1.46
H -2.69 2.13 -2.60
H 0.75 2.57 -1.37
F 1.44 4.44 0.77
C 2.44 -0.70 -0.32
H 3.40 -0.16 -0.27
H 0.29 2.92 -0.86
C -3.05 1.81 -1.61
C -2.60 -0.02 0.63
H 0.61 -1.84 -2.21
H -3.58 -0.48 0.42
H 2.76 -2.31 1.09
H 0.99 -2.93 -0.85
H -1.49 -1.71 -1.57
P -1.86 0.61 -0.94
C 1.42 -2.43 -1.73
Mn 0.39 1.02 0.15
H 1.63 0.04 -0.66
O -1.08 3.57 3.46
C -1.58 -0.98 1.21
C -1.96 -2.10 1.96
O -0.57 2.23 1.50
H -3.09 -1.13 -2.13
H -3.02 -2.26 2.19
H 1.74 -3.19 -2.46
H -2.74 0.87 1.27
C 0.74 -1.64 1.37
H -1.29 -3.90 2.95
C -2.03 -0.86 -2.00
H 2.82 -0.41 -3.10
F 0.38 5.82 2.12
C 3.34 -1.20 -2.51
O 1.26 2.74 3.07
H -1.59 -0.63 -2.98
C 0.36 -2.77 2.12
```

M in Da: 428.315
E_HOMO (alpha / beta) in eV: -7.3236 / -8.6716
Spin multiplicity: 6
Charge: 0
ΔE to the lowest compared entry with this formula, charge and spin in kcal/mol: 2.8
LUMO level (alpha / beta) in Eh: 0.0063 / -0.0062


A structure of composition C28H38BN7O4S3Sr in a non-equilibrium geometry, computed with ωB97M-V/def2-TZVPD.

XYZ file:
```
82
C28H38BN7O4S3Sr | the OMol25 dataset | ωB97M-V/def2-TZVPD
C -0.76 -3.89 -1.73
C 2.33 3.10 -0.46
H -2.69 0.05 4.68
H 2.89 -3.43 1.59
S -1.02 1.39 0.11
C 2.10 2.98 2.05
C 1.46 1.82 -4.17
H 3.44 -3.83 -0.05
C -0.54 2.13 -5.60
S 0.53 -2.01 1.42
N -2.20 -1.05 0.32
H -1.41 1.68 -6.08
B -1.83 -1.72 -1.03
H -1.23 0.90 4.14
H -4.74 2.31 3.79
C 1.07 -5.40 1.95
C -2.98 1.38 2.97
N -1.46 -0.68 -2.12
H 3.51 6.55 2.47
H -3.22 -2.80 1.03
H 2.00 2.37 -4.94
C -1.93 0.91 -3.58
H -2.83 -2.28 -1.41
H 0.11 2.52 -6.38
H -0.18 -0.49 -6.22
C 0.27 1.10 -4.81
N -0.78 -2.84 -0.84
H -2.89 3.05 1.58
H -4.93 0.57 3.57
C 3.12 5.55 2.33
N -2.71 0.27 1.99
H 1.32 -0.75 -5.31
O 2.63 4.68 5.73
H -4.97 1.65 2.17
C 3.05 -4.24 0.88
H 2.87 -6.83 0.45
C 2.46 3.71 0.92
C -2.45 0.16 -2.59
H -1.43 -3.93 -2.57
C 2.25 3.52 3.32
O 2.63 1.85 -0.52
N 2.95 5.36 4.77
H -0.85 2.96 -4.97
H 0.82 -4.51 2.52
C 2.77 4.80 3.44
Sr 1.60 0.12 -0.17
H -3.86 -1.18 3.11
C 0.20 -4.75 -1.34
C 2.13 -6.29 -0.13
H 3.20 5.57 0.18
H 1.74 -6.02 2.55
H 0.16 -5.96 1.75
C -0.33 -0.45 -2.84
C -2.30 0.99 4.29
C -4.50 1.47 3.14
N -0.61 0.52 -3.75
H 1.97 2.97 4.20
H 2.15 1.12 -3.71
H 1.13 2.53 -3.41
H -2.48 1.77 5.03
N 0.79 -4.24 -0.20
C -3.28 -0.96 2.23
H 1.27 -6.95 -0.27
C -2.48 2.76 2.54
H -1.40 2.81 2.48
O 1.96 3.80 -1.39
S 1.18 -1.24 -2.62
H 0.52 -5.66 -1.81
H 2.57 -6.04 -1.10
H -2.82 3.48 3.29
C 2.95 5.00 1.07
C -2.02 0.20 0.81
C -2.98 -1.76 1.20
C 0.17 -3.05 0.10
H -3.43 0.16 -2.16
H 3.79 -4.91 1.30
H 1.69 1.99 1.93
H 1.27 0.45 -6.60
C 1.75 -5.02 0.63
C 0.70 0.00 -5.79
O 3.42 6.48 4.86
H -2.40 1.67 -4.16
```

M in Da: 731.290
E_HOMO in eV: -7.8415
Charge: 0
ΔE to the lowest compared entry with this formula, charge and spin in kcal/mol: 15.2
LUMO level in Eh: -0.0112


A cluster of 2 separate species, C2H4IN in total in a non-equilibrium geometry, computed with ωB97M-V/def2-TZVPD.

XYZ file:
```
8
C2H4IN | the OMol25 dataset | ωB97M-V/def2-TZVPD
N -3.13 0.27 0.03
H -3.76 -0.37 0.55
H -0.17 -0.62 -0.33
H 5.17 -0.41 -1.17
H 0.10 0.85 0.45
I 4.32 -0.24 0.23
C -0.62 0.27 0.05
C -1.90 0.25 0.19
```

M in Da: 168.965
E_HOMO in eV: -9.0429
Charge: 0
ΔE to the lowest compared entry with this formula, charge and spin in kcal/mol: 34.4
SMILES string: C=C=N.I
LUMO level in Eh: 0.0145


The ion C6H14N3 with charge +1 in a non-equilibrium geometry, computed with ωB97M-V/def2-TZVPD.

XYZ file:
```
23
C6H14N3 | the OMol25 dataset | ωB97M-V/def2-TZVPD
H -1.42 -2.04 -0.25
N 1.52 -0.51 -0.52
C 1.13 0.78 -0.71
N -1.08 0.03 0.00
H 3.49 -0.09 0.13
C 2.55 -0.75 0.50
H 1.06 -2.48 -0.61
H 0.66 0.81 -1.67
H -3.10 0.14 -0.93
H -1.63 0.39 -1.98
N 1.39 1.90 -0.07
H 2.98 -1.66 0.63
H -2.43 0.85 1.51
H -2.24 1.82 -0.89
H 1.46 1.88 0.93
C -2.07 0.71 -0.91
H 2.36 -0.53 1.59
C -0.74 -1.30 -0.35
H -2.62 -0.95 1.36
H -1.09 -0.11 1.96
H 1.12 2.80 -0.50
C -1.86 -0.13 1.25
C 0.55 -1.56 -0.50
```

M in Da: 128.199
E_HOMO (alpha / beta) in eV: -9.5197 / -13.6249
Spin multiplicity: 3
Charge: +1
ΔE to the lowest compared entry with this formula, charge and spin in kcal/mol: 69.9
LUMO level (alpha / beta) in Eh: -0.1079 / -0.2795


An isolated molecule of C6H4O, computed with ωB97M-V/def2-TZVPD.

XYZ file:
```
11
C6H4O | the OMol25 dataset | ωB97M-V/def2-TZVPD
H -2.25 0.76 3.05
C -0.15 0.72 2.08
C 1.53 -0.15 -1.98
O -2.07 -1.13 1.26
C -0.39 -0.28 -0.13
C 0.45 -0.27 -1.00
C -1.33 0.80 2.50
C -1.17 -0.36 1.07
H 2.10 0.76 -1.77
H 2.21 -1.00 -1.92
H 1.14 -0.09 -3.00
```

M in Da: 92.097
E_HOMO in eV: -9.8775
Charge: 0
ΔE to the lowest compared entry with this formula, charge and spin in kcal/mol: 112.5
LUMO level in Eh: -0.0024


A structure of composition C18H20Br4Cl2N2O3SSiZr, computed with ωB97M-V/def2-TZVPD.

XYZ file:
```
52
C18H20Br4Cl2N2O3SSiZr | the OMol25 dataset | ωB97M-V/def2-TZVPD
C -0.29 -2.63 -6.91
Br -0.04 0.10 6.79
Cl 1.20 2.84 -0.59
C 0.02 -0.99 -2.87
H 1.51 -0.99 -5.90
H -1.43 -4.17 -3.41
C -1.28 -1.37 4.68
Br -1.86 -2.57 6.02
C -0.51 -0.26 5.00
H -0.26 -1.66 -7.42
Br 1.03 2.09 4.33
C 0.99 -4.17 1.26
Zr -0.30 0.19 -0.23
H 3.17 3.26 0.63
Si -0.95 -2.48 -5.17
H 0.29 -4.20 2.10
H -0.95 -3.28 -7.50
O -1.47 -0.92 1.05
C 1.09 -2.80 0.79
C 0.22 -1.32 -4.23
C -0.41 0.35 2.67
C -0.95 -4.18 -4.39
C 1.31 -0.76 -4.86
C -2.94 1.69 -0.54
H -2.65 -0.81 -5.80
H -3.36 -2.43 -5.73
H 3.04 0.54 -4.66
H -1.49 -4.88 -5.03
C 2.36 2.55 0.72
Cl 3.00 0.90 0.61
C -0.07 0.59 3.99
H 0.07 -4.55 -4.27
H 0.71 -3.06 -6.94
S -1.24 -1.64 -1.87
Br -2.60 -3.14 2.81
C -2.67 -1.75 -5.23
N 0.85 -0.14 -2.23
H -3.05 -1.54 -4.23
C 1.91 0.39 -2.87
O 0.01 1.07 1.62
H -3.53 0.77 -0.61
C -1.22 -0.76 2.34
H -3.01 2.07 0.49
C 2.18 0.10 -4.18
H 1.97 -4.52 1.57
O -1.60 1.44 -0.87
N 1.13 -1.71 0.45
H 0.61 -4.79 0.45
H -3.37 2.43 -1.22
H 2.54 1.05 -2.29
C -1.62 -1.62 3.34
H 1.82 2.63 1.66
```

M in Da: 854.268
E_HOMO in eV: -7.8016
Charge: 0
ΔE to the lowest compared entry with this formula, charge and spin in kcal/mol: 7.2
LUMO level in Eh: 0.0085


A cluster of 2 separate species, C5H9NO2 in total in a non-equilibrium geometry, computed with ωB97M-V/def2-TZVPD.

XYZ file:
```
17
C5H9NO2 | the OMol25 dataset | ωB97M-V/def2-TZVPD
H -0.67 -1.45 -2.01
H 1.16 -1.60 -2.08
H 2.09 -2.04 0.42
H 1.42 0.95 0.49
O 0.32 -0.24 -0.76
C 1.27 -0.10 0.27
O -2.88 -0.72 -0.59
N -1.86 0.94 0.68
H -1.08 2.24 2.05
C -1.22 2.17 0.97
H 3.07 -0.67 1.14
H 0.20 -2.33 -0.77
C -2.19 0.08 -0.09
C 0.27 -1.48 -1.46
H -0.25 2.23 0.46
H -1.84 3.01 0.65
C 2.18 -0.99 0.64
```

M in Da: 115.132
E_HOMO in eV: -9.2692
Charge: 0
ΔE to the lowest compared entry with this formula, charge and spin in kcal/mol: 58.7
SMILES string: CN=C=O.C=COC
LUMO level in Eh: 0.0310


A structure of composition C17H40FeNO2P2 in a non-equilibrium geometry, computed with ωB97M-V/def2-TZVPD.

XYZ file:
```
63
C17H40FeNO2P2 | the OMol25 dataset | ωB97M-V/def2-TZVPD
H -3.62 0.49 -0.66
C 1.30 2.32 -1.79
H -2.38 -3.08 1.85
H 2.08 -0.19 -0.14
C 0.52 -2.53 -1.89
H -1.75 -4.93 0.26
C -0.83 3.26 -0.11
O -2.76 0.36 -1.11
N 0.68 -0.06 -1.86
H 1.21 -1.25 -3.52
C 0.46 -1.22 -2.69
H 2.40 2.27 -1.75
H -2.65 3.67 0.95
H -0.02 -2.55 2.78
C 0.27 -3.51 2.33
C -0.49 4.72 -0.42
H 0.80 4.05 2.50
H -2.99 0.28 -2.05
H -3.02 -4.46 -0.87
H -0.06 5.23 0.45
H -1.93 2.11 1.39
H -0.60 -4.18 2.32
C 0.80 1.14 -2.65
H 1.84 -0.35 0.70
H 1.57 -2.86 -1.85
H 3.12 3.85 -0.50
O -0.75 0.08 2.77
H -1.22 3.62 2.01
H -1.36 -4.59 -1.45
H 0.35 -5.35 0.24
H 0.18 4.83 -1.28
H 0.81 2.30 2.88
C 1.40 3.13 2.47
H -3.70 -2.59 0.78
H 3.53 4.27 1.17
H -2.23 -2.18 -1.08
C 2.70 4.04 0.49
P 0.65 2.15 -0.07
C 1.24 -4.71 0.32
H 2.65 2.00 1.14
C 1.94 2.84 1.06
H -0.07 -3.30 -2.38
C -0.34 0.03 1.67
H -0.18 1.39 -3.12
H -1.42 5.24 -0.67
H 1.84 -2.79 1.06
H -1.41 2.84 -0.95
H 2.26 3.28 3.14
H -2.50 -1.39 1.31
H 2.06 4.94 0.44
H 1.01 3.27 -2.24
C -1.70 3.15 1.14
H 1.96 -5.22 0.98
H 1.70 -4.62 -0.67
C -1.83 -2.79 -0.25
C -1.98 -4.28 -0.60
H 1.02 -3.96 3.00
H 1.50 0.98 -3.50
C 0.90 -3.35 0.94
P -0.07 -2.23 -0.16
H -0.53 -1.13 -3.21
C -2.64 -2.44 1.00
Fe 0.29 -0.04 -0.06
```

M in Da: 408.305
E_HOMO (alpha / beta) in eV: -13.5001 / -16.1202
Spin multiplicity: 6
Charge: +2
ΔE to the lowest compared entry with this formula, charge and spin in kcal/mol: 10.4
LUMO level (alpha / beta) in Eh: -0.2397 / -0.3185


Energy, respectively: -82118.7241 -82296.4695 -11727.5160 -10905.8918 -8327.5627 -353327.4787 -10914.0292 -76809.7919 eV.